1.
The following is a quantum chemistry calculation of a structure of composition C24H44B2F4N2P2Tl in a non-equilibrium geometry, from the Open Molecules 2025 dataset.

Each line ends with the Löwdin charge.
Element x y z (Å)
Tl (7.791, 7.794, 10.519)  0.972
C (11.693, 11.486, 12.700)  -0.059
C (10.935, 10.292, 12.045)  -0.677
C (11.104, 10.436, 10.508)  -0.111
C (11.588, 8.939, 12.427)  -0.086
P (9.118, 10.127, 12.282)  1.068
C (9.053, 9.759, 14.109)  -0.245
N (8.109, 10.448, 14.924)  0.058
B (6.685, 10.261, 15.224)  -0.435
N (6.234, 11.406, 15.927)  -0.023
C (5.011, 11.125, 16.619)  -0.159
P (4.930, 9.478, 15.691)  1.261
C (5.074, 8.248, 17.029)  -0.636
C (4.950, 6.787, 16.547)  -0.040
C (3.849, 8.519, 17.954)  -0.070
C (6.431, 8.468, 17.696)  -0.067
C (3.504, 9.377, 14.541)  -0.642
C (3.750, 8.308, 13.454)  -0.063
C (2.231, 9.190, 15.321)  -0.087
C (3.367, 10.747, 13.750)  -0.047
C (7.338, 12.214, 16.149)  -0.154
C (7.432, 13.500, 16.784)  0.010
C (8.641, 14.183, 16.789)  -0.056
C (9.733, 13.441, 16.265)  -0.077
C (9.656, 12.306, 15.530)  -0.013
C (8.402, 11.672, 15.489)  -0.190
C (8.199, 11.665, 11.804)  -0.643
C (8.504, 13.085, 12.280)  -0.053
C (8.212, 11.770, 10.247)  -0.111
C (6.724, 11.395, 12.193)  -0.108
H (12.772, 11.492, 12.437)  0.103
H (11.708, 11.394, 13.778)  0.050
H (11.255, 12.443, 12.356)  0.074
H (12.102, 10.115, 10.167)  0.099
H (11.134, 11.473, 10.245)  0.059
H (10.243, 9.997, 9.912)  0.064
H (12.660, 8.952, 12.379)  0.084
H (11.236, 8.094, 11.862)  0.076
H (11.475, 8.686, 13.482)  0.077
H (10.036, 9.860, 14.496)  0.076
H (8.842, 8.704, 14.136)  0.070
H (4.204, 11.872, 16.486)  0.115
H (5.273, 10.951, 17.663)  0.095
H (4.046, 6.673, 15.926)  0.086
H (4.810, 6.212, 17.411)  0.078
H (5.793, 6.391, 16.022)  0.073
H (3.007, 8.041, 17.487)  0.051
H (3.632, 9.594, 18.053)  0.069
H (4.050, 8.149, 19.012)  0.127
H (7.309, 8.379, 17.018)  0.096
H (6.633, 7.691, 18.449)  0.109
H (6.513, 9.452, 18.187)  0.089
H (4.261, 7.430, 13.810)  0.057
H (4.343, 8.734, 12.568)  0.109
H (2.808, 7.921, 13.066)  0.096
H (2.299, 8.184, 15.781)  0.075
H (1.344, 9.164, 14.664)  0.112
H (2.123, 9.886, 16.155)  0.089
H (4.257, 10.868, 13.133)  0.054
H (3.131, 11.566, 14.436)  0.084
H (2.567, 10.590, 13.023)  0.098
H (6.466, 13.891, 17.090)  0.112
H (8.660, 15.085, 17.380)  0.106
H (10.708, 13.972, 16.312)  0.123
H (10.512, 11.950, 15.071)  0.061
H (9.515, 13.379, 11.999)  0.075
H (8.453, 13.220, 13.347)  0.071
H (7.841, 13.716, 11.781)  0.071
H (9.049, 12.271, 9.824)  0.060
H (7.283, 12.326, 9.923)  0.106
H (8.147, 10.789, 9.684)  0.053
H (6.616, 11.642, 13.230)  0.051
H (6.426, 10.392, 12.051)  0.044
H (6.038, 12.077, 11.749)  0.088
F (6.664, 5.563, 12.899)  0.138
B (7.451, 6.571, 13.421)  -1.289
F (6.769, 7.842, 13.283)  -0.013
F (7.749, 6.376, 14.756)  0.151
F (8.664, 6.669, 12.551)  -0.118

The calculation puts the max |F| at 0.070 hartree/bohr. Its HOMO energy is -10.94 eV. As for the multiplicity: 1. The value obtained for the HOMO-LUMO gap is 0.303 Ha. Its total charge is +1. As for the LUMO energy: -2.70 eV.

2.
The following is a quantum chemistry calculation of a structure of composition C32H23Cl4N9O2STi, from the Open Molecules 2025 dataset.

Each line ends with the Löwdin charge.
Element x y z (Å)
Ti (0.264, -0.330, -0.323)  0.959
Cl (-2.224, -6.326, 2.237)  0.667
C (-2.161, -4.770, 1.483)  -0.686
C (-0.930, -4.141, 1.357)  -0.033
C (-0.845, -2.895, 0.749)  -0.227
N (0.350, -2.231, 0.471)  -0.018
C (1.508, -2.482, 1.126)  -0.471
O (1.692, -3.159, 2.130)  0.056
C (2.668, -1.849, 0.408)  -0.185
C (3.977, -2.063, 0.813)  0.018
C (4.989, -1.613, -0.012)  -0.035
C (4.667, -0.982, -1.212)  -0.039
C (3.339, -0.767, -1.513)  -0.123
N (2.357, -1.181, -0.710)  0.006
C (-2.017, -2.234, 0.314)  -0.204
C (-3.240, -2.890, 0.430)  -0.035
C (-3.306, -4.152, 1.008)  -0.685
Cl (-4.854, -4.919, 1.133)  0.664
N (-1.812, -0.918, -0.160)  0.016
C (-2.857, -0.071, -0.201)  -0.434
O (-4.052, -0.309, -0.081)  0.057
C (-2.504, 1.412, -0.211)  -0.081
C (-3.270, 2.273, 0.547)  0.011
C (-2.855, 3.579, 0.734)  -0.047
C (-1.675, 4.015, 0.152)  -0.034
C (-0.979, 3.149, -0.654)  -0.062
N (-1.424, 1.899, -0.848)  -0.067
H (-0.040, -4.626, 1.726)  0.106
H (4.154, -2.589, 1.741)  0.125
H (6.026, -1.765, 0.259)  0.112
H (5.434, -0.640, -1.892)  0.110
H (3.039, -0.235, -2.406)  0.114
H (-4.145, -2.422, 0.086)  0.097
H (-4.154, 1.871, 1.018)  0.133
H (-3.430, 4.242, 1.365)  0.122
H (-1.294, 5.013, 0.307)  0.123
H (-0.074, 3.402, -1.181)  0.127
C (1.769, 0.278, 3.400)  -0.020
C (1.369, 0.594, 1.997)  -0.297
N (0.105, 0.280, 1.529)  -0.111
N (-0.793, -0.190, 2.472)  0.001
C (-1.512, 0.610, 3.283)  -0.893
N (-2.473, -0.039, 3.981)  0.096
S (-1.255, 2.251, 3.452)  0.625
C (2.161, 1.238, 1.057)  -0.245
C (3.446, 1.828, 1.282)  -0.013
C (4.022, 2.565, 0.301)  -0.082
C (3.365, 2.723, -0.956)  -0.080
C (2.191, 2.065, -1.158)  -0.188
N (1.607, 1.294, -0.210)  -0.050
H (1.226, 0.904, 4.111)  0.059
H (1.565, -0.770, 3.633)  0.083
H (2.836, 0.442, 3.543)  0.073
H (-0.992, -1.182, 2.425)  0.136
H (-2.788, -0.957, 3.711)  0.105
H (-3.076, 0.526, 4.550)  0.085
H (3.926, 1.715, 2.244)  0.105
H (4.980, 3.041, 0.473)  0.103
H (3.793, 3.325, -1.745)  0.096
H (1.677, 2.089, -2.113)  0.110
Cl (-2.581, 3.259, -3.191)  0.748
C (-1.911, 1.751, -3.768)  -0.541
C (-2.197, 1.474, -5.099)  -0.126
C (-1.753, 0.320, -5.710)  -0.085
C (-1.029, -0.587, -4.955)  -0.109
C (-0.768, -0.303, -3.635)  -0.531
Cl (0.063, -1.525, -2.711)  0.842
C (-1.147, 0.879, -2.963)  -0.284
N (-0.696, 1.018, -1.659)  -0.086
H (-2.784, 2.198, -5.646)  0.101
H (-1.980, 0.122, -6.748)  0.108
H (-0.687, -1.525, -5.371)  0.109

The calculation puts the max |F| at 0.017 hartree/bohr. Its HOMO energy is -6.29 eV. As for the multiplicity: 1. The value obtained for the HOMO-LUMO gap is 0.205 Ha. As for the LUMO energy: -0.72 eV.

3.
The following is a quantum chemistry calculation of a structure of composition C33H33BBrF4IrN6OSSi, from the Open Molecules 2025 dataset.

Each line ends with the Löwdin charge.
Element x y z (Å)
Ir (-0.305, 0.177, -0.758)  1.346
N (-4.350, 1.829, -1.974)  0.099
C (-3.230, 1.413, -1.347)  -0.790
S (-1.805, 1.219, -2.338)  0.721
N (-3.298, 1.182, -0.075)  0.040
N (-2.113, 0.779, 0.465)  -0.085
C (-2.106, 0.602, 1.743)  -0.164
C (-3.302, 0.784, 2.604)  -0.192
C (-3.862, 2.049, 2.756)  -0.031
C (-4.952, 2.226, 3.592)  -0.067
C (-5.497, 1.138, 4.264)  -0.071
C (-4.943, -0.124, 4.106)  -0.056
C (-3.839, -0.304, 3.285)  -0.026
C (-0.793, 0.294, 2.355)  -0.200
C (-0.661, 0.106, 3.719)  0.037
C (0.594, -0.145, 4.248)  -0.008
C (1.685, -0.172, 3.401)  -0.014
C (1.475, 0.058, 2.051)  -0.115
N (0.270, 0.283, 1.535)  0.031
H (-4.357, 1.991, -2.964)  0.089
H (-5.202, 1.908, -1.445)  0.114
H (-3.445, 2.892, 2.219)  0.112
H (-5.383, 3.212, 3.713)  0.108
H (-6.354, 1.276, 4.910)  0.108
H (-5.371, -0.974, 4.620)  0.111
H (-3.413, -1.289, 3.142)  0.115
H (-1.533, 0.154, 4.355)  0.127
H (0.714, -0.312, 5.310)  0.124
H (2.685, -0.359, 3.765)  0.119
H (2.314, 0.065, 1.367)  0.105
C (1.637, 3.685, 1.301)  -0.149
Si (1.007, 3.385, -0.422)  0.433
C (1.709, 4.467, -1.758)  -0.153
C (-0.807, 3.731, -0.358)  -0.193
N (1.391, 1.645, -0.828)  -0.079
C (2.665, 1.219, -0.856)  -0.287
C (3.800, 2.080, -0.667)  -0.025
C (5.077, 1.602, -0.621)  -0.050
C (5.321, 0.227, -0.768)  -0.023
C (4.274, -0.654, -0.974)  0.018
C (2.979, -0.173, -1.034)  -0.210
O (1.921, -0.978, -1.287)  -0.081
C (2.098, -2.387, -1.198)  -0.271
C (2.308, -3.081, -2.369)  -0.017
C (2.422, -4.464, -2.305)  -0.050
C (2.325, -5.113, -1.082)  -0.055
C (2.123, -4.382, 0.083)  -0.032
C (2.012, -3.001, 0.031)  -0.005
H (1.460, 4.732, 1.565)  0.049
H (2.691, 3.467, 1.470)  0.032
H (1.050, 3.070, 1.991)  0.030
H (1.326, 5.482, -1.618)  0.048
H (1.346, 4.110, -2.726)  0.046
H (2.795, 4.524, -1.810)  0.028
H (-0.899, 4.763, -0.002)  0.054
H (-1.346, 3.088, 0.341)  0.009
H (-1.286, 3.667, -1.335)  0.003
H (3.639, 3.138, -0.553)  0.075
H (5.902, 2.285, -0.472)  0.118
H (6.334, -0.152, -0.732)  0.120
H (4.456, -1.711, -1.101)  0.130
H (2.391, -2.551, -3.309)  0.121
H (2.586, -5.028, -3.213)  0.113
H (2.397, -6.191, -1.036)  0.112
H (2.024, -4.885, 1.035)  0.123
H (1.813, -2.429, 0.927)  0.112
F (-2.476, -2.238, 1.406)  0.144
B (-1.237, -2.815, 1.144)  -1.225
F (-0.566, -1.890, 0.177)  -0.076
F (-1.334, -4.026, 0.495)  0.163
F (-0.416, -2.845, 2.262)  0.149
Br (-0.736, -4.142, -6.186)  0.822
C (-0.653, -2.981, -4.718)  -0.684
C (0.072, -1.802, -4.810)  -0.095
C (0.128, -0.992, -3.698)  -0.180
N (-0.490, -1.291, -2.549)  -0.123
C (-1.212, -2.415, -2.479)  -0.079
C (-1.311, -3.293, -3.545)  -0.063
H (0.586, -1.524, -5.720)  0.115
H (0.686, -0.063, -3.718)  0.116
H (-1.715, -2.626, -1.551)  0.113
H (-1.891, -4.199, -3.444)  0.120

The calculation puts the max |F| at 0.012 hartree/bohr. The expectation value of S² is 8.8055. Its HOMO energy (alpha / beta) is -10.64 / -11.07 eV. As for the multiplicity: 6. The value obtained for the HOMO-LUMO gap (alpha / beta) is 0.280 / 0.218 Ha. Its total charge is +1. As for the energy above the lowest of the compared OMol25 structures with the same formula, charge and spin: 0.3016 eV. As for the LUMO energy (alpha / beta): -3.03 / -5.14 eV.

4.
The following is a quantum chemistry calculation of an isolated molecule of C20H23N3O2, from the Open Molecules 2025 dataset.

Each line ends with the Löwdin charge.
Element x y z (Å)
C (2.724, 5.716, -4.628)  0.001
C (2.554, 4.599, -3.947)  -0.199
C (1.232, 4.090, -3.466)  -0.146
C (1.220, 3.845, -1.979)  -0.152
C (1.884, 4.692, -1.111)  -0.029
C (1.870, 4.475, 0.260)  -0.087
C (1.182, 3.399, 0.770)  -0.050
C (0.493, 2.521, -0.075)  -0.144
C (-0.219, 1.412, 0.507)  -0.061
N (-0.869, 0.575, -0.204)  0.049
N (-1.534, -0.438, 0.382)  0.053
C (-2.149, -1.399, -0.366)  -0.464
O (-2.182, -1.391, -1.572)  0.091
C (-2.870, -2.444, 0.500)  -0.286
C (-3.061, -3.751, -0.273)  -0.030
N (-2.231, -2.603, 1.795)  0.024
C (-0.976, -3.192, 1.935)  -0.264
C (-0.017, -3.183, 0.924)  -0.038
C (1.239, -3.711, 1.163)  -0.072
C (1.563, -4.246, 2.394)  -0.065
C (0.619, -4.265, 3.416)  -0.286
C (0.964, -4.856, 4.750)  -0.051
C (-0.638, -3.741, 3.174)  0.004
C (0.512, 2.746, -1.468)  -0.213
O (-0.124, 1.947, -2.336)  0.078
H (1.895, 6.355, -4.885)  0.056
H (3.694, 6.039, -4.966)  0.049
H (3.402, 3.974, -3.699)  0.110
H (1.000, 3.147, -3.966)  0.119
H (0.444, 4.804, -3.721)  0.128
H (2.422, 5.536, -1.518)  0.113
H (2.397, 5.148, 0.920)  0.099
H (1.163, 3.218, 1.835)  0.107
H (-0.182, 1.318, 1.599)  0.132
H (-1.503, -0.549, 1.397)  0.146
H (-3.860, -2.007, 0.694)  0.158
H (-2.116, -4.282, -0.355)  0.077
H (-3.421, -3.526, -1.273)  0.080
H (-3.779, -4.391, 0.233)  0.080
H (-2.874, -2.908, 2.513)  0.132
H (-0.242, -2.774, -0.048)  0.105
H (1.973, -3.700, 0.370)  0.107
H (2.547, -4.655, 2.568)  0.109
H (0.147, -4.734, 5.457)  0.072
H (1.176, -5.920, 4.646)  0.083
H (1.854, -4.378, 5.157)  0.082
H (-1.382, -3.753, 3.960)  0.113
H (-0.567, 1.218, -1.851)  0.079

The calculation puts the max |F| at 0.017 hartree/bohr. The SMILES is C=CCc1cccc(/C=N/NC(=O)[C@@H](C)Nc2cccc(C)c2)c1O. Its HOMO energy is -8.19 eV. As for the multiplicity: 1. The value obtained for the HOMO-LUMO gap is 0.316 Ha. As for the energy above the lowest of the compared OMol25 structures with the same formula, charge and spin: 2.2959 eV. As for the LUMO energy: 0.40 eV.

5.
The following is a quantum chemistry calculation of a structure of composition C2H5N4 in a non-equilibrium geometry, from the Open Molecules 2025 dataset.

Each line ends with the Löwdin charge.
Element x y z (Å)
C (1.021, -0.043, -0.705)  -0.119
C (-1.267, 0.296, 0.274)  -0.070
N (1.985, -0.371, -1.239)  0.405
N (-0.023, 1.766, 0.328)  0.107
N (0.034, 0.477, -0.189)  -0.061
N (-1.172, 1.499, 0.891)  0.087
H (-0.400, -2.260, 0.264)  0.103
H (0.249, -2.048, -0.206)  0.068
H (-1.566, -0.698, 0.728)  0.106
H (2.817, -0.898, -1.476)  0.170
H (-1.678, 2.280, 1.331)  0.204

The calculation puts the max |F| at 0.092 hartree/bohr. Its HOMO energy is -13.74 eV. As for the multiplicity: 1. The value obtained for the HOMO-LUMO gap is 0.319 Ha. Its total charge is +1. As for the energy above the lowest of the compared OMol25 structures with the same formula, charge and spin: 6.5555 eV. As for the LUMO energy: -5.07 eV.

6.
The following is a quantum chemistry calculation of a cluster of 2 separate species, C2HNO2 in total in a non-equilibrium geometry, from the Open Molecules 2025 dataset.

Each line ends with the Löwdin charge.
Element x y z (Å)
C (0.582, 0.822, 0.018)  -0.463
C (-1.376, -1.072, -0.312)  -0.016
N (-0.273, 1.475, -0.373)  0.159
O (-2.352, -0.832, 0.201)  0.049
O (1.537, 0.149, 0.523)  0.129
H (1.883, -0.541, -0.056)  0.142

The calculation puts the max |F| at 0.024 hartree/bohr. Its HOMO energy is -11.32 eV. As for the multiplicity: 1. The value obtained for the HOMO-LUMO gap is 0.424 Ha. As for the energy above the lowest of the compared OMol25 structures with the same formula, charge and spin: 1.4093 eV. As for the LUMO energy: 0.21 eV.